1.
C36H33Cl3CoN6O2S3 as an isolated structure in a non-equilibrium geometry, computed with ωB97M-V/def2-TZVPD.

Calculated values
- Kohn-Sham gap (spin up / spin down): 0.2251 / 0.1491 Eh
- HOMO energy (spin up / spin down): -14.491 / -14.553 eV
- Multiplicity: 5
- Energy relative to the best compared isomer or geometry (same formula, charge and spin): 84.5 kcal/mol
- Total charge: +3
- Lowest unoccupied orbital energy (spin up / spin down): -8.4 / -10.5 eV

CARTESIAN COORDINATES (ANGSTROEM)
Co (1.44, 2.71, -1.46)
C (4.28, 5.75, -1.01)
C (3.44, 4.53, -1.06)
N (2.20, 4.45, -1.39)
N (1.42, 5.53, -1.70)
C (0.10, 5.30, -1.89)
N (-0.68, 6.35, -2.07)
S (-0.54, 3.71, -1.87)
C (3.98, 3.18, -0.70)
C (5.16, 2.94, -0.01)
C (5.40, 1.63, 0.48)
C (4.55, 0.62, 0.20)
C (3.42, 0.82, -0.75)
N (3.13, 2.21, -1.00)
H (3.77, 6.65, -1.34)
H (5.16, 5.61, -1.64)
H (4.64, 5.92, 0.01)
H (1.83, 6.45, -1.72)
H (-0.33, 7.30, -2.08)
H (-1.66, 6.21, -2.23)
H (5.85, 3.75, 0.22)
H (6.28, 1.45, 1.09)
H (4.74, -0.39, 0.57)
H (3.72, 0.35, -1.70)
Cl (-0.51, -0.25, 6.10)
C (-0.04, -0.95, 4.60)
C (1.26, -0.80, 4.15)
C (1.64, -1.41, 2.96)
C (0.75, -2.14, 2.19)
C (1.23, -2.95, 1.02)
C (2.30, -2.29, 0.14)
N (1.91, -1.21, -0.75)
C (1.12, -1.33, -1.85)
C (0.68, -0.06, -2.22)
N (1.11, 0.87, -1.38)
C (2.01, 0.20, -0.43)
O (1.89, -4.12, 1.53)
C (1.46, -5.39, 1.09)
C (0.34, -5.91, 1.96)
C (-0.85, -6.55, 1.50)
Cl (-1.24, -6.88, -0.07)
S (-1.93, -7.01, 2.79)
C (-0.83, -6.35, 3.90)
C (0.33, -5.81, 3.33)
C (-0.56, -2.26, 2.67)
Cl (-1.77, -3.18, 1.83)
C (-0.96, -1.67, 3.86)
H (1.98, -0.23, 4.73)
H (2.67, -1.31, 2.65)
H (0.37, -3.22, 0.40)
H (2.74, -3.09, -0.45)
H (3.09, -1.91, 0.79)
H (0.93, -2.28, -2.33)
H (0.06, 0.18, -3.08)
H (1.75, 0.41, 0.61)
H (2.31, -6.06, 1.21)
H (1.18, -5.39, 0.03)
H (-1.06, -6.39, 4.96)
H (1.13, -5.35, 3.89)
H (-1.97, -1.79, 4.22)
O (-1.55, 0.14, 0.13)
S (-2.23, 1.01, -0.88)
C (-3.82, 1.48, -0.20)
C (-4.65, 2.32, -0.92)
C (-5.87, 2.69, -0.37)
C (-6.23, 2.24, 0.90)
C (-5.37, 1.41, 1.61)
C (-4.15, 1.03, 1.07)
C (-2.77, -0.08, -2.21)
C (-2.64, -1.45, -2.04)
C (-2.98, -2.29, -3.09)
C (-3.44, -1.76, -4.29)
C (-3.58, -0.39, -4.45)
C (-3.23, 0.46, -3.41)
H (-4.36, 2.70, -1.89)
H (-6.54, 3.33, -0.92)
H (-7.16, 2.55, 1.34)
H (-5.65, 1.07, 2.60)
H (-3.45, 0.40, 1.61)
H (-2.28, -1.83, -1.09)
H (-2.90, -3.36, -2.97)
H (-3.69, -2.42, -5.12)
H (-3.94, 0.02, -5.38)
H (-3.32, 1.54, -3.53)

2.
C36H33ClGe2IN2OV as an isolated structure in a non-equilibrium geometry, computed with ωB97M-V/def2-TZVPD.

Calculated values
- Kohn-Sham gap (spin up / spin down): 0.2164 / 0.2462 Eh
- HOMO energy (spin up / spin down): -16.613 / -16.613 eV
- Multiplicity: 2
- Total charge: +3
- Lowest unoccupied orbital energy (spin up / spin down): -10.7 / -9.9 eV

CARTESIAN COORDINATES (ANGSTROEM)
V (1.07, -0.65, 0.92)
Cl (2.92, -1.40, -5.36)
C (2.44, -0.81, -3.83)
C (2.59, 0.52, -3.54)
C (2.13, 1.06, -2.31)
I (2.30, 3.08, -1.94)
C (1.53, 0.23, -1.40)
O (0.91, 0.68, -0.24)
C (1.47, -1.16, -1.65)
N (0.99, -1.95, -0.63)
C (0.80, -3.25, -0.85)
C (1.11, -3.85, -2.07)
C (1.68, -3.08, -3.07)
C (1.88, -1.70, -2.87)
H (3.04, 1.18, -4.27)
H (0.41, -3.84, -0.02)
H (0.94, -4.90, -2.21)
H (1.97, -3.53, -4.01)
N (2.96, -0.27, 1.55)
C (3.23, -1.59, 2.11)
C (4.32, -2.30, 1.63)
C (4.60, -3.55, 2.15)
C (3.77, -4.09, 3.13)
C (2.67, -3.38, 3.59)
C (2.37, -2.11, 3.09)
C (1.22, -1.34, 3.61)
C (0.88, -1.37, 4.96)
C (-0.18, -0.59, 5.42)
C (-0.91, 0.23, 4.56)
C (-0.60, 0.26, 3.22)
C (0.45, -0.54, 2.75)
H (3.67, -0.01, 0.87)
H (2.94, 0.45, 2.28)
H (4.98, -1.86, 0.88)
H (5.46, -4.10, 1.80)
H (3.98, -5.07, 3.54)
H (2.03, -3.82, 4.34)
H (1.45, -1.97, 5.66)
H (-0.43, -0.61, 6.48)
H (-1.72, 0.83, 4.95)
H (-1.19, 0.86, 2.54)
C (-2.36, 3.61, 2.04)
Ge (-2.06, 4.02, 0.16)
C (-3.67, 4.31, -0.90)
C (-0.60, 5.24, -0.19)
Ge (-1.50, 1.72, -0.76)
C (-0.96, 1.26, -2.53)
C (-1.16, -0.03, -3.04)
C (-0.84, -0.31, -4.35)
C (-0.33, 0.69, -5.18)
C (-0.14, 1.98, -4.69)
C (-0.45, 2.26, -3.37)
C (-2.49, 0.23, 0.01)
C (-3.87, 0.42, -0.11)
C (-4.77, -0.56, 0.30)
C (-4.31, -1.74, 0.85)
C (-2.94, -1.95, 1.00)
C (-2.06, -0.97, 0.57)
H (-2.65, 4.52, 2.56)
H (-1.45, 3.24, 2.50)
H (-3.17, 2.88, 2.15)
H (-3.89, 5.38, -0.88)
H (-4.52, 3.78, -0.48)
H (-3.53, 4.02, -1.94)
H (-0.89, 6.23, 0.15)
H (-0.38, 5.30, -1.26)
H (0.30, 4.94, 0.35)
H (-1.59, -0.80, -2.41)
H (-1.02, -1.30, -4.76)
H (-0.10, 0.47, -6.21)
H (0.24, 2.75, -5.34)
H (-0.31, 3.27, -3.00)
H (-4.26, 1.34, -0.53)
H (-5.83, -0.38, 0.18)
H (-5.01, -2.50, 1.18)
H (-2.57, -2.86, 1.45)
H (-1.00, -1.18, 0.71)